The following is a DFT calculation (the ωB97M-V functional and the def2-TZVPD basis) of C4H6INO in the gas phase at a distorted geometry.

Geometry (Å):
C (-0.677796, -0.562794, 0.160619)
C (-1.702455, -1.254945, 0.465100)
C (-0.005207, 0.548848, 1.063629)
C (0.052934, -0.763860, -1.129377)
N (-0.568916, 0.419225, 2.330899)
O (-1.873203, 0.316181, 2.361796)
I (-3.036073, -2.460557, 1.425369)
H (1.046731, 0.368666, 1.069162)
H (-0.331122, 1.348450, 0.479974)
H (1.077023, -1.072943, -0.882015)
H (0.124270, 0.215239, -1.659619)
H (-0.660679, -1.339160, -1.886420)
H (-0.038354, -0.118939, 3.157336)

Atomic forces in eV per Å
C 1.023 -0.191 -0.221
C -1.609 -1.251 1.021
C -0.834 -2.731 -0.384
C -1.696 0.595 -2.067
N -0.608 -0.726 3.482
O 1.779 0.209 0.032
I 0.505 0.612 -0.517
H 0.781 0.295 0.035
H -0.145 2.231 -0.210
H -0.336 -0.575 -0.732
H 0.251 -0.335 0.456
H 2.226 0.445 1.719
H -1.337 1.420 -2.615

orbital gap (spin up / spin down): 7.54 / 8.64 eV
2S+1: 1
LUMO (spin up / spin down): 0.1679 / 0.2416 eV

The following is a DFT calculation (the ωB97M-V functional and the def2-TZVPD basis) of C4H8O3 in the gas phase.

Geometry (Å):
C (0.891619, 0.991911, 1.166365)
C (-0.127719, 0.583418, 0.407317)
C (-1.586864, 0.645156, 0.810582)
O (-2.318104, -0.456244, 0.323196)
O (0.004320, 0.045874, -0.844626)
C (1.196155, -0.703631, -1.071443)
O (1.045819, -1.510976, -2.180931)
H (1.911149, 0.994900, 0.795857)
H (0.734797, 1.366708, 2.174425)
H (-1.638739, 0.618137, 1.903052)
H (-2.034756, 1.593002, 0.470588)
H (-2.055512, -0.558063, -0.602555)
H (1.392833, -1.288743, -0.162004)
H (2.025118, -0.019500, -1.276025)
H (0.559882, -2.301949, -1.913798)

Atomic forces in eV per Å
C -0.067 -0.087 -0.125
C 0.081 0.073 0.211
C 0.152 0.214 0.185
O 0.030 -0.047 -0.184
O -0.091 -0.047 0.142
C 0.362 0.090 0.176
O -0.207 -0.138 0.044
H -0.122 -0.032 0.081
H -0.118 -0.100 -0.256
H -0.043 0.078 -0.169
H 0.127 -0.142 0.008
H -0.098 -0.077 0.134
H 0.065 0.170 -0.072
H -0.091 -0.101 -0.017
H 0.019 0.145 -0.158

orbital gap: 10.04 eV
2S+1: 1
LUMO: 0.6885 eV

Result set for relative energy (zero: lowest compared OMol25 entry of this formula, charge and spin): 151.9; 50.1 kcal per mole, one per record in the order listed.
Result set for electronic energy: -583.47754; -382.88494 Ha, one per record in the order listed.